Version i
A single C6H11N molecule, computed with ωB97M-V/def2-TZVPD.

Results
gap between HOMO and LUMO: 8.492 eV
LUMO energy: 1.10 eV

```
! wB97M-V def2-TZVPD RIJCOSX def2/J DEFGRID3
* xyz 0 1
C 2.808 1.042 1.919
C 2.030 0.978 0.621
C 0.743 0.614 0.504
N 0.090 0.435 -0.701
C -1.396 0.050 -0.902
C -2.854 -1.845 -0.846
C -1.587 -1.439 -0.919
H 3.403 1.981 1.997
H 2.104 1.116 2.797
H 3.428 0.102 1.989
H 2.614 1.337 -0.235
H 0.122 0.609 1.424
H 0.707 0.506 -1.513
H -1.945 0.598 -1.663
H -1.749 0.399 0.054
H -3.672 -1.240 -1.247
H -3.198 -2.637 -0.186
H -0.791 -2.175 -0.738
*
```


Version ii
A single C6H11N molecule, computed with ωB97M-V/def2-TZVPD.

Results
gap between HOMO and LUMO: 12.251 eV
LUMO energy: 0.93 eV

```
! wB97M-V def2-TZVPD RIJCOSX def2/J DEFGRID3
* xyz 0 1
C -2.467 -0.343 -0.860
C -1.350 0.409 -0.142
C 0.075 -0.002 -0.563
C 1.026 -0.199 0.635
C 2.500 -0.306 0.232
C 0.849 0.889 1.614
N 0.683 1.745 2.374
H -3.443 -0.042 -0.463
H -2.470 -0.150 -1.938
H -2.367 -1.424 -0.711
H -1.472 1.488 -0.293
H -1.469 0.254 0.937
H 0.057 -0.947 -1.121
H 0.509 0.746 -1.239
H 0.729 -1.123 1.151
H 2.635 -1.106 -0.502
H 2.846 0.633 -0.214
H 3.130 -0.522 1.100
*
```


Version iii
A single C6H11N molecule, computed with ωB97M-V/def2-TZVPD.

Results
gap between HOMO and LUMO: 8.377 eV
LUMO energy: 1.07 eV

```
! wB97M-V def2-TZVPD RIJCOSX def2/J DEFGRID3
* xyz 0 1
C 1.475 -0.698 2.022
C 0.239 -1.193 1.206
N -0.814 2.046 -0.513
C -0.122 1.139 0.288
C -0.071 -0.210 0.112
C -0.535 -0.856 -1.151
C -0.394 -0.297 -2.375
H 1.188 -0.321 3.002
H 2.136 -1.504 2.304
H 2.116 0.059 1.569
H 0.503 -2.139 0.761
H -0.385 -1.510 2.055
H -1.475 1.636 -1.154
H -1.010 2.965 -0.170
H 0.397 1.725 1.044
H -0.732 -1.906 -0.984
H 0.207 0.595 -2.415
H -0.499 -0.861 -3.297
*
```


Version iv
A molecular structure, C6H11N, computed with ωB97M-V/def2-TZVPD.

Results
gap between HOMO and LUMO: 9.809 eV
LUMO energy: 1.13 eV

```
! wB97M-V def2-TZVPD RIJCOSX def2/J DEFGRID3
* xyz 0 1
C -2.120 -0.298 0.222
C -0.882 -0.272 -0.678
C -0.411 1.270 -0.306
C 1.108 0.775 0.352
C 1.707 -0.265 -0.649
C 0.472 -1.024 -0.151
H -1.820 -0.226 1.246
H -2.755 0.581 -0.270
H -3.013 -1.068 -0.006
H -1.004 -0.487 -1.837
H -1.133 1.611 0.566
H -0.265 2.005 -1.084
H 1.556 1.525 0.806
H 1.956 -0.145 -1.783
H 2.652 -0.558 0.107
H 0.489 -2.079 -0.239
H 0.950 -0.760 1.831
N 0.449 -0.215 1.132
*
```


Relative energies with respect to the most stable structure, expressed in eV: version i 2.641; version ii 0.000; version iii 1.849; version iv 4.452.


Version i
A single C6H11N molecule, computed with ωB97M-V/def2-TZVPD.

Results
gap between HOMO and LUMO: 9.832 eV
LUMO energy: 0.89 eV

```
! wB97M-V def2-TZVPD RIJCOSX def2/J DEFGRID3
* xyz 0 1
C 1.612 0.831 0.452
C 1.060 -0.581 0.624
C -0.312 -0.713 -0.018
C -0.606 -1.623 -0.934
C -2.599 0.370 0.208
C -1.363 0.120 0.614
N 1.919 1.000 -0.996
H 2.576 0.870 0.944
H 0.869 1.564 0.773
H 1.714 -1.307 0.151
H 0.871 -0.843 1.665
H 0.098 -2.352 -1.300
H -1.623 -1.696 -1.301
H -3.332 0.770 0.897
H -2.926 0.225 -0.810
H -1.082 0.438 1.621
H 1.006 0.938 -1.459
H 2.121 1.989 -1.131
*
```


Version ii
A single C6H11N molecule, computed with ωB97M-V/def2-TZVPD.

Results
gap between HOMO and LUMO: 12.308 eV
LUMO energy: 0.96 eV

```
! wB97M-V def2-TZVPD RIJCOSX def2/J DEFGRID3
* xyz 0 1
C -2.374 0.252 -0.826
C -1.383 -0.575 0.018
C 0.090 -0.515 -0.445
C 1.053 -0.069 0.668
C 2.509 -0.018 0.201
C 0.634 1.242 1.197
N 0.297 2.275 1.597
H -2.881 1.006 -0.220
H -1.871 0.777 -1.645
H -3.143 -0.380 -1.275
H -1.434 -0.226 1.054
H -1.706 -1.623 0.033
H 0.427 -1.499 -0.792
H 0.203 0.167 -1.298
H 0.965 -0.785 1.496
H 2.815 -1.005 -0.161
H 2.627 0.699 -0.617
H 3.173 0.277 1.017
*
```


Relative energies with respect to the most stable structure, expressed in eV: version i 1.238; version ii 0.000.